This record from the Open Molecules 2025 dataset describes a cluster of 13 separate species, C48H112NO12Si in total at a distorted geometry. The level of theory is the ωB97M-V functional and the def2-TZVPD basis.

CARTESIAN COORDINATES (ANGSTROEM)
1 C -1.617 4.254 1.085
2 Si -1.142 2.632 2.000
3 C -2.538 2.212 3.214
4 C 0.485 2.996 2.887
5 C -0.956 1.330 0.605
6 C 0.162 1.350 -0.335
7 C 0.263 0.418 -1.352
8 C -0.714 -0.594 -1.552
9 C -0.670 -1.565 -2.617
10 C -1.671 -2.497 -2.723
11 N -2.698 -2.525 -1.803
12 C -2.774 -1.657 -0.799
13 C -1.810 -0.643 -0.626
14 C -1.894 0.330 0.432
15 H -0.713 4.538 0.511
16 H -1.937 5.043 1.784
17 H -2.422 3.963 0.381
18 H -3.363 1.770 2.619
19 H -2.861 3.154 3.697
20 H -2.230 1.508 4.011
21 H 1.116 3.567 2.174
22 H 0.251 3.639 3.760
23 H 1.034 2.101 3.223
24 H 0.929 2.131 -0.238
25 H 1.131 0.465 -2.025
26 H 0.145 -1.578 -3.348
27 H -1.643 -3.209 -3.554
28 H -3.419 -3.234 -1.916
29 H -3.604 -1.696 -0.081
30 H -2.772 0.232 1.090
31 C 1.829 -3.634 0.537
32 C 1.174 -4.967 0.204
33 C 1.798 -5.596 -1.029
34 O -0.228 -4.765 -0.014
35 H 1.701 -2.923 -0.287
36 H 1.365 -3.187 1.419
37 H 2.896 -3.754 0.728
38 H 1.271 -5.645 1.053
39 H 1.672 -4.949 -1.904
40 H 1.315 -6.543 -1.265
41 H 2.863 -5.776 -0.880
42 H -0.323 -4.168 -0.763
43 C 1.720 8.564 3.006
44 C 1.138 7.381 2.250
45 C 0.654 7.793 0.868
46 O 0.050 6.831 2.995
47 H 0.967 9.342 3.151
48 H 2.054 8.258 3.999
49 H 2.568 8.996 2.471
50 H 1.892 6.596 2.156
51 H -0.135 8.546 0.942
52 H 0.228 6.937 0.340
53 H 1.470 8.201 0.269
54 H -0.624 7.516 3.086
55 C 5.181 0.283 3.963
56 C 3.842 -0.238 3.467
57 C 4.019 -1.198 2.300
58 O 3.021 0.861 3.062
59 H 5.700 0.833 3.172
60 H 5.039 0.977 4.792
61 H 5.824 -0.533 4.297
62 H 3.320 -0.743 4.282
63 H 4.500 -0.698 1.454
64 H 3.050 -1.557 1.948
65 H 4.627 -2.059 2.585
66 H 3.471 1.317 2.342
67 C -1.136 -7.932 -3.598
68 C 0.230 -7.598 -4.174
69 C 0.525 -8.430 -5.411
70 O 1.234 -7.835 -3.186
71 H -1.183 -8.981 -3.295
72 H -1.332 -7.334 -2.703
73 H -1.929 -7.743 -4.325
74 H 0.273 -6.535 -4.427
75 H 0.532 -9.497 -5.169
76 H 1.513 -8.189 -5.808
77 H -0.218 -8.256 -6.191
78 H 1.208 -8.772 -2.956
79 C 5.564 -2.376 -3.664
80 C 5.426 -2.790 -2.207
81 C 4.975 -4.237 -2.084
82 O 4.481 -1.938 -1.554
83 H 4.603 -2.458 -4.182
84 H 5.878 -1.333 -3.737
85 H 6.293 -2.998 -4.185
86 H 6.382 -2.658 -1.698
87 H 3.996 -4.378 -2.549
88 H 4.871 -4.516 -1.034
89 H 5.686 -4.916 -2.557
90 H 3.634 -2.048 -1.998
91 C -2.446 -7.704 -10.479
92 C -2.408 -7.465 -8.978
93 C -1.754 -6.131 -8.648
94 O -1.688 -8.520 -8.342
95 H -1.434 -7.733 -10.892
96 H -2.908 -8.667 -10.700
97 H -3.008 -6.921 -10.991
98 H -3.423 -7.485 -8.577
99 H -0.719 -6.108 -9.001
100 H -1.725 -5.976 -7.567
101 H -2.296 -5.300 -9.105
102 H -0.788 -8.514 -8.687
103 C 3.091 13.333 4.158
104 C 2.510 12.147 3.403
105 C 2.029 12.554 2.019
106 O 1.421 11.595 4.143
107 H 2.334 14.110 4.297
108 H 3.422 13.028 5.152
109 H 3.939 13.764 3.624
110 H 3.266 11.364 3.313
111 H 1.239 13.306 2.090
112 H 1.607 11.696 1.492
113 H 2.846 12.963 1.421
114 H 0.747 12.277 4.230
115 C -1.790 6.683 8.171
116 C -2.309 6.877 6.755
117 C -1.799 5.788 5.824
118 O -1.898 8.153 6.264
119 H -0.697 6.730 8.192
120 H -2.155 7.477 8.824
121 H -2.105 5.721 8.580
122 H -3.401 6.873 6.761
123 H -0.707 5.806 5.768
124 H -2.172 5.947 4.810
125 H -2.114 4.797 6.162
126 H -0.934 8.169 6.253
127 C -1.352 14.352 7.542
128 C -1.990 13.751 6.300
129 C -2.753 12.478 6.630
130 O -0.978 13.465 5.332
131 H -0.634 13.654 7.984
132 H -0.800 15.259 7.289
133 H -2.104 14.599 8.293
134 H -2.667 14.478 5.848
135 H -2.082 11.719 7.042
136 H -3.197 12.053 5.728
137 H -3.547 12.669 7.353
138 H -0.373 12.823 5.724
139 C -0.856 -11.700 -1.507
140 C -1.448 -12.295 -2.776
141 C -2.187 -13.592 -2.486
142 O -0.405 -12.540 -3.720
143 H -0.132 -12.384 -1.056
144 H -0.321 -10.775 -1.731
145 H -1.634 -11.484 -0.773
146 H -2.132 -11.578 -3.234
147 H -1.507 -14.340 -2.069
148 H -2.597 -14.012 -3.406
149 H -3.004 -13.433 -1.780
150 H 0.207 -13.173 -3.327
151 C -2.647 2.199 -5.464
152 C -1.151 2.176 -5.739
153 C -0.782 1.056 -6.698
154 O -0.442 2.007 -4.509
155 H -2.970 1.260 -5.001
156 H -2.896 3.001 -4.768
157 H -3.215 2.347 -6.384
158 H -0.840 3.134 -6.157
159 H -1.045 0.081 -6.275
160 H 0.294 1.045 -6.878
161 H -1.294 1.169 -7.655
162 H -0.709 1.162 -4.130
163 C -2.898 -8.852 0.242
164 C -2.303 -9.378 1.539
165 C -2.823 -8.604 2.740
166 O -0.881 -9.277 1.485
167 H -2.628 -7.803 0.086
168 H -2.508 -9.409 -0.611
169 H -3.987 -8.934 0.245
170 H -2.545 -10.436 1.652
171 H -2.549 -7.547 2.667
172 H -2.380 -8.985 3.661
173 H -3.909 -8.678 2.819
174 H -0.654 -8.346 1.385

Properties
Multiplicity: 1
LUMO energy, eV: -4.3
E, a.u.: -3142.98878
Orbital gap, eV: 7.0240
Net charge: +1
HOMO level, eV: -11.294

Atom charges from the Mulliken analysis, given in e for atoms 1 to 99:
1. C -0.908
2. Si 0.059
3. C -0.988
4. C -0.487
5. C 0.243
6. C -0.325
7. C -1.151
8. C 0.973
9. C -0.401
10. C -1.166
11. N 0.146
12. C -0.621
13. C 0.181
14. C -0.196
15. H 0.141
16. H 0.315
17. H 0.400
18. H 0.292
19. H 0.296
20. H 0.328
21. H 0.149
22. H 0.220
23. H 0.212
24. H 0.470
25. H 0.600
26. H 0.651
27. H 0.536
28. H 0.295
29. H 0.443
30. H 0.216
31. C -0.977
32. C 0.324
33. C -0.975
34. O -0.430
35. H 0.017
36. H 0.351
37. H 0.394
38. H 0.385
39. H 0.079
40. H 0.254
41. H 0.409
42. H 0.212
43. C -1.378
44. C 0.456
45. C -1.219
46. O -0.411
47. H 0.307
48. H 0.323
49. H 0.402
50. H 0.238
51. H 0.324
52. H 0.250
53. H 0.399
54. H 0.308
55. C -1.394
56. C 0.297
57. C -1.019
58. O -0.399
59. H 0.359
60. H 0.343
61. H 0.392
62. H 0.316
63. H 0.274
64. H 0.074
65. H 0.451
66. H 0.287
67. C -0.781
68. C 0.498
69. C -1.259
70. O -0.512
71. H -0.145
72. H 0.210
73. H 0.482
74. H 0.232
75. H 0.302
76. H 0.377
77. H 0.246
78. H 0.319
79. C -1.350
80. C 0.338
81. C -0.966
82. O -0.406
83. H 0.311
84. H 0.338
85. H 0.396
86. H 0.341
87. H 0.142
88. H 0.211
89. H 0.454
90. H 0.212
91. C -1.278
92. C 0.356
93. C -1.140
94. O -0.534
95. H 0.345
96. H 0.317
97. H 0.374
98. H 0.258
99. H 0.321